83
Properties=species:S:1:pos:R:3 method="wB97M-V/def2-TZVPD" e_tot_ha=-3510.474405 multiplicity=2 total_charge=+1 homo_energy_ev="-9.93 / -9.93"
Yb -0.4656 0.2534 -0.2650
C -2.1368 1.7677 0.4152
C -2.6477 0.8889 -0.5795
C -2.2933 -0.3262 1.3205
C -1.9476 1.0233 1.6012
C -2.7246 -0.4254 -0.0089
C -2.0179 3.2212 0.2595
H -1.6243 3.4318 -0.7306
H -1.3526 3.6195 1.0138
H -3.0016 3.6937 0.3577
C -1.8712 1.5518 2.9833
H -1.6537 2.6223 2.9612
H -1.0888 1.0165 3.5351
H -2.8258 1.4154 3.5263
C -2.4908 -1.3805 2.3179
H -3.5493 -1.5323 2.5729
H -1.9360 -1.1173 3.2102
H -2.1081 -2.3104 1.8950
C -3.3700 -1.6130 -0.5943
H -4.4567 -1.5733 -0.4724
H -3.0117 -2.4982 -0.0860
H -3.1088 -1.6630 -1.6461
C -3.1988 1.3171 -1.8751
H -4.1843 1.7955 -1.7396
H -3.3064 0.4613 -2.5430
H -2.5213 2.0373 -2.3391
C 1.3535 0.6035 -3.0759
C 0.3290 1.4597 -3.2290
C -0.2580 1.7076 -4.5879
C -1.1268 0.5794 -5.2269
C -1.2594 -0.7004 -4.4461
C -0.2384 -1.5362 -4.3398
C 1.0990 -1.2061 -4.9643
C 1.9426 -0.0972 -4.2720
H 0.5270 1.9454 -5.3310
H -0.7325 0.3893 -6.2460
H -0.9051 2.6000 -4.5326
H 2.2119 0.6275 -5.0644
H 1.8510 0.4236 -2.1070
H -0.0631 2.0786 -2.4017
H 2.8931 -0.5701 -3.9691
H 1.7226 -2.1138 -4.9446
H -0.2675 -2.4874 -3.7880
H 0.9821 -0.9274 -6.0302
H -2.1341 1.0050 -5.3487
H -2.2472 -0.8545 -3.9881
P 1.5834 2.0426 0.8563
C 1.1845 2.9154 2.4201
H 2.0035 3.5273 2.7956
H 0.9410 2.1766 3.1771
H 0.3174 3.5689 2.3261
C 3.3188 1.4858 0.9764
H 3.9910 2.2088 1.4423
H 3.7221 1.2242 -0.0027
H 3.3565 0.5754 1.5688
C 1.8201 3.5436 -0.1658
H 2.2411 3.2689 -1.1295
H 2.4618 4.2911 0.3034
H 0.8448 3.9935 -0.3500
P 0.8464 -2.3307 0.0266
C -0.3495 -3.6321 -0.4777
H 0.0930 -4.5266 -0.9029
H -1.0316 -3.2035 -1.2041
H -0.9642 -3.9379 0.3718
C 2.4646 -2.6017 -0.7848
H 2.4061 -2.6672 -1.8634
H 3.0011 -3.4615 -0.3990
H 3.0446 -1.7120 -0.5462
C 1.3063 -3.1724 1.5978
H 1.5714 -4.2282 1.4770
H 0.4355 -3.0988 2.2443
H 2.1154 -2.6359 2.0929
F -0.5504 -2.6087 3.8831
C 0.3685 -1.7196 4.3972
C 0.8757 -0.6738 3.6872
C 1.9488 -0.0448 4.2343
F 2.7064 0.8661 3.5604
C 2.4437 -0.3250 5.5161
F 3.4833 0.4007 5.9579
C 1.8610 -1.3363 6.2514
F 2.3254 -1.6505 7.4839
C 0.8116 -2.0436 5.6878
F 0.2144 -3.0825 6.2935